97
Properties=species:S:1:pos:R:3:forces:R:3:lowdin_spin:R:1 method="wB97M-V/def2-TZVPD" e_homo_ev="-7.30 / -7.29" fmax_ev_per_a=0.756 multiplicity=2 lumo_ha="-0.0101 / -0.0436" gap_ev="7.022 / 6.109" s_squared=0.75
Mg 0.7087 -1.4212 0.0788 0.161 0.645 -0.360 0.05
C -1.2269 1.2340 4.4590 0.044 -0.070 0.033 0.00
N -1.3750 0.5203 3.2047 0.021 -0.084 0.012 0.00
C -0.4913 0.3985 2.2199 -0.085 0.035 -0.011 0.00
N -0.9682 -0.4221 1.2898 0.224 -0.274 0.025 0.01
C -2.1741 -0.7934 1.8036 -0.046 0.042 -0.111 0.00
N -2.4604 -0.2475 2.9570 -0.043 0.078 -0.029 0.00
C -1.3193 2.7375 4.3403 0.017 0.021 0.002 0.00
C -1.1960 3.4944 5.5025 0.009 -0.005 0.002 0.00
C -1.2633 4.8773 5.4556 -0.006 -0.004 -0.001 0.00
C -1.4441 5.5290 4.2459 -0.003 -0.002 0.010 0.00
C -1.5623 4.7781 3.0835 -0.011 0.011 -0.006 0.00
C -1.5060 3.3866 3.1321 -0.010 -0.010 0.010 0.00
C -1.7304 5.4568 1.8011 0.010 -0.016 -0.006 0.00
N -1.8896 6.7112 1.5618 0.000 0.004 -0.004 0.00
N -1.9794 6.8406 0.1822 -0.008 0.011 0.009 0.00
C -1.8685 5.6546 -0.3026 0.014 -0.022 -0.003 0.00
O -1.7089 4.7160 0.6641 -0.005 0.016 0.000 0.00
C -1.8839 5.2254 -1.6986 -0.011 0.008 0.004 0.00
C -2.0389 6.1680 -2.7126 0.000 0.002 -0.005 0.00
C -2.0362 5.7523 -4.0312 0.004 -0.005 -0.001 0.00
C -1.8802 4.4069 -4.3442 0.004 0.007 -0.008 0.00
C -1.7343 3.4660 -3.3363 0.001 -0.006 0.016 0.00
C -1.6043 1.9974 -3.6659 -0.015 -0.010 -0.002 0.00
N -0.5721 1.3443 -2.8834 0.006 0.017 0.016 0.00
C -0.7009 0.6181 -1.7745 0.030 0.069 -0.018 0.00
N 0.4947 0.2986 -1.3120 0.041 -0.254 -0.015 0.00
C 1.3463 0.8736 -2.2103 0.015 0.002 0.058 0.00
N 0.7350 1.5262 -3.1690 -0.011 0.021 0.007 0.00
C -1.7345 3.8815 -2.0124 -0.007 0.006 -0.010 0.00
H -0.2648 0.9365 4.8853 0.008 0.031 0.002 0.00
H -2.0105 0.8508 5.1104 -0.005 0.009 -0.008 0.00
H 0.4676 0.8874 2.2024 0.036 -0.030 0.007 0.00
H -2.8526 -1.4670 1.3062 0.020 -0.021 0.021 0.00
H -1.0432 2.9941 6.4518 0.001 0.003 0.002 0.00
H -1.1669 5.4517 6.3671 0.001 -0.001 0.000 0.00
H -1.4886 6.6079 4.1896 0.001 0.000 -0.003 0.00
H -1.6130 2.8226 2.2158 0.003 -0.003 -0.006 0.00
H -2.1503 7.2120 -2.4536 0.000 0.000 0.004 0.00
H -2.1449 6.4793 -4.8247 0.000 0.001 0.000 0.00
H -1.8623 4.0923 -5.3807 -0.001 -0.001 0.000 0.00
H -1.3634 1.8548 -4.7177 0.015 0.015 0.002 0.00
H -2.5386 1.4720 -3.4575 0.000 -0.003 -0.007 0.00
H -1.6495 0.3483 -1.3368 0.000 -0.023 -0.013 0.00
H 2.4201 0.7912 -2.1396 0.002 -0.019 -0.017 0.00
H -1.6032 3.1620 -1.2137 -0.001 -0.003 0.004 0.00
C 0.1892 -3.3817 1.5710 0.136 -0.208 0.115 0.75
H -0.7731 -3.7852 1.2913 -0.019 0.020 0.003 0.04
H 0.2794 -2.6958 2.4056 -0.024 -0.041 0.021 0.04
H 1.0851 -3.8779 1.2148 -0.013 0.001 -0.020 0.04
C 4.2186 2.0060 4.1242 -0.002 0.008 -0.001 0.00
C 4.7652 0.7287 3.5310 0.011 -0.007 -0.008 0.00
O 3.9533 0.3298 2.4140 0.016 -0.009 0.007 0.00
P 3.0036 -0.9490 2.3866 0.067 -0.044 -0.010 0.00
O 1.9922 -0.6544 1.3057 -0.242 0.117 0.035 0.01
Te 2.1308 -1.4651 4.5186 -0.058 0.064 0.023 0.00
O 3.8456 -2.1499 1.7677 -0.045 -0.071 -0.020 0.00
C 4.9997 -2.7479 2.3831 0.016 0.025 0.017 0.00
C 6.2597 -2.2162 1.7388 0.019 -0.007 0.003 0.00
H 4.8942 2.3803 4.8952 -0.003 -0.008 0.006 0.00
H 3.2433 1.8224 4.5761 -0.003 -0.003 -0.010 0.00
H 4.1171 2.7681 3.3512 0.006 0.006 0.001 0.00
H 4.7871 -0.0670 4.2786 0.001 0.011 0.003 0.00
H 5.7721 0.8712 3.1377 0.001 -0.002 -0.005 0.00
H 4.8972 -3.8193 2.2157 0.003 0.001 0.001 0.00
H 4.9683 -2.5678 3.4614 0.003 -0.005 0.005 0.00
H 6.2332 -2.3945 0.6642 0.008 0.004 0.022 0.00
H 7.1319 -2.7195 2.1600 -0.004 -0.010 0.011 0.00
H 6.3641 -1.1439 1.9049 -0.007 0.006 -0.015 0.00
O -0.2562 -2.5310 -1.3000 -0.290 -0.120 0.265 0.02
S -0.6346 -2.6264 -2.7590 0.091 0.094 -0.045 0.00
C -0.3227 -4.3195 -3.2044 0.007 0.011 -0.010 0.00
C -0.0371 -4.5970 -4.5302 0.010 0.005 -0.006 0.00
C 0.2195 -5.9098 -4.8947 0.001 -0.012 0.007 0.00
C 0.2119 -6.9096 -3.9325 0.000 0.000 -0.012 0.00
C -0.0527 -6.6074 -2.6028 -0.001 0.009 0.013 0.00
C -0.3263 -5.3018 -2.2288 -0.010 -0.016 -0.001 0.00
C -2.4255 -2.6623 -2.7199 -0.018 -0.004 -0.015 0.00
C -3.1130 -2.5295 -3.9181 0.007 0.009 0.002 0.00
C -4.4989 -2.5232 -3.9032 -0.011 -0.002 0.009 0.00
C -5.1822 -2.6340 -2.6984 0.002 -0.003 -0.013 0.00
C -4.4821 -2.7547 -1.5066 0.006 -0.003 0.006 0.00
C -3.0937 -2.7686 -1.5125 -0.014 -0.012 0.008 0.00
H 0.0259 -3.7970 -5.2574 0.000 0.005 0.007 0.00
H 0.4561 -6.1462 -5.9231 0.000 0.003 -0.001 0.00
H 0.4342 -7.9296 -4.2168 -0.001 -0.001 0.001 0.00
H -0.0345 -7.3880 -1.8543 0.000 -0.001 0.000 0.00
H -0.5129 -5.0398 -1.1956 0.003 0.001 0.005 0.00
H -2.5727 -2.4359 -4.8532 0.007 0.001 0.002 0.00
H -5.0464 -2.4269 -4.8313 -0.001 0.001 0.000 0.00
H -6.2640 -2.6240 -2.6900 -0.001 0.000 0.001 0.00
H -5.0175 -2.8415 -0.5701 -0.003 0.000 0.001 0.00
H -2.5238 -2.8646 -0.5972 0.013 -0.004 -0.011 0.00
Cl 4.3597 -4.1452 -1.1783 0.008 -0.043 0.025 0.00
Ge 3.0644 -2.3408 -1.2773 -0.082 0.061 0.028 0.01
Cl 2.5600 -2.3794 -3.5203 -0.001 -0.005 0.002 0.00
Cl 4.6350 -0.7422 -1.3544 -0.012 -0.005 -0.052 0.00



20
Properties=species:S:1:pos:R:3:forces:R:3:nbo_charge:R:1 method="wB97M-V/def2-TZVPD" e_homo_ev=-3.23 smiles="O=[N+]([O-])C[C@H]([O-])c1ccccc1" fmax_ev_per_a=3.079 lumo_ha=0.1299 gap_ev=6.766 charge=-1
O 3.4689 -1.3725 1.6751 0.144 1.865 0.112 -0.43
N 3.1008 -0.1846 1.6576 -0.526 -0.254 -0.180 0.55
O 3.7994 0.8137 1.8285 -0.639 -1.693 -0.084 -0.38
C 1.5969 -0.0052 1.4084 0.173 0.601 0.937 -0.30
C 1.3278 -0.2873 -0.0474 0.065 -0.130 -3.076 0.08
O 2.0782 0.5248 -0.8051 0.317 0.330 0.117 -0.92
C -0.1767 -0.1078 -0.4883 0.054 -0.170 0.941 0.02
C -1.0393 -1.1932 -0.6908 -0.324 0.238 0.203 -0.24
C -2.4177 -0.9896 -0.8853 0.173 0.166 -0.370 -0.23
C -2.9313 0.3126 -0.9669 0.210 -0.242 0.294 -0.26
C -2.0567 1.4050 -0.8893 0.496 -0.449 -0.184 -0.23
C -0.6847 1.1882 -0.6921 -0.362 -0.023 0.057 -0.22
H 1.3648 1.0580 1.5513 0.221 -0.325 0.282 0.22
H 1.1077 -0.6668 2.1318 0.068 0.119 -0.080 0.20
H 1.5962 -1.3562 -0.2632 -0.411 -0.094 0.469 0.11
H -0.6280 -2.2083 -0.6960 -0.154 0.314 0.236 0.20
H -3.0883 -1.8519 -1.0170 0.319 0.418 0.100 0.19
H -4.0056 0.4708 -1.0637 0.222 -0.035 -0.100 0.19
H -2.4286 2.4236 -1.0183 0.052 -0.272 0.065 0.20
H 0.0162 2.0268 -0.7293 -0.098 -0.364 0.259 0.24



16
Properties=species:S:1:pos:R:3:forces:R:3:nbo_charge:R:1 method="wB97M-V/def2-TZVPD" e_homo_ev=-9.97 smiles="C[C@@H](CO)NC=O" fmax_ev_per_a=0.445 lumo_ha=0.0277 gap_ev=10.725
C 0.7524 -1.7218 0.0799 0.044 -0.019 -0.027 -0.61
C -0.1057 -0.5013 0.4174 0.046 -0.014 0.128 -0.07
C 0.7738 0.6849 0.8114 0.317 -0.310 -0.046 -0.08
O 0.0556 1.6906 1.4858 -0.070 0.207 -0.151 -0.73
N -1.0295 -0.1645 -0.6739 -0.130 0.122 -0.094 -0.61
C -1.1125 0.9758 -1.3993 0.107 0.187 -0.008 0.53
O -0.3188 1.9031 -1.4104 -0.395 -0.182 -0.010 -0.65
H 0.1523 -2.5426 -0.3261 0.046 0.153 0.032 0.21
H 1.2507 -2.0933 0.9826 -0.089 0.110 -0.131 0.22
H 1.5264 -1.4652 -0.6512 -0.131 -0.029 0.026 0.21
H -0.7415 -0.7353 1.2804 0.131 0.019 -0.029 0.20
H 1.5625 0.3174 1.4762 -0.182 -0.030 0.072 0.17
H 1.2541 1.0822 -0.0827 0.088 -0.076 0.121 0.20
H -0.1721 2.3529 0.8200 -0.046 -0.058 0.048 0.49
H -1.8169 -0.7837 -0.7887 0.064 0.013 0.023 0.39
H -2.0306 1.0009 -2.0213 0.200 -0.092 0.046 0.11



16
Properties=species:S:1:pos:R:3:forces:R:3:nbo_charge:R:1 method="wB97M-V/def2-TZVPD" e_homo_ev=-3.72 fmax_ev_per_a=1.804 lumo_ha=0.1587 gap_ev=8.039 charge=-1
C -0.2764 0.3045 1.1681 1.589 -0.415 0.748 -0.04
O -0.4969 1.4057 0.4067 -0.270 -0.351 -0.283 -0.90
C 0.8318 -0.6096 0.5468 0.174 0.126 -0.520 -0.07
C 0.2998 -1.2240 -0.7560 -0.624 0.701 0.105 -0.65
N 2.0103 0.2850 0.3241 -0.955 -0.227 -0.652 -0.86
H -1.1116 -0.3680 1.4322 -0.508 0.212 -0.349 0.12
H 0.1766 0.5764 2.1466 -0.204 0.092 0.145 0.11
H 1.1275 -1.4216 1.2098 -0.017 -0.025 0.404 0.14
H -0.3415 -0.4609 -1.2086 0.219 0.073 -0.251 0.23
H 1.0777 -1.4900 -1.4790 -0.043 -0.285 0.160 0.17
H -0.4009 -2.0415 -0.5562 0.376 -0.268 -0.018 0.19
H 2.4465 -0.0500 -0.5358 0.202 0.112 0.204 0.32
H 1.4951 1.1303 0.0181 0.412 0.009 0.221 0.38
H -1.6394 1.1692 -0.3673 -0.820 0.401 0.412 0.49
H -2.5450 1.6629 -1.5724 -0.169 -0.043 0.005 0.43
O -2.6536 1.1315 -0.7769 0.638 -0.113 -0.332 -1.07



53
Properties=species:S:1:pos:R:3:forces:R:3:nbo_charge:R:1 method="wB97M-V/def2-TZVPD" e_homo_ev="-0.06 / -0.11" fmax_ev_per_a=3.691 multiplicity=2 lumo_ha="0.1679 / 0.1677" gap_ev="4.631 / 4.670" s_squared=0.76 charge=-2
Pt 1.1226 0.9467 0.2709 0.325 -0.204 -0.055 0.60
O 1.8867 0.4015 2.2717 -0.166 -0.204 0.094 -0.58
N 2.3293 1.4608 2.8895 -0.044 0.467 0.748 0.01
C 1.9507 1.6816 4.1702 -0.003 -0.094 -0.140 0.02
C 2.3806 2.7737 4.8761 0.077 0.028 0.251 -0.31
C 3.2429 3.6881 4.2683 0.074 -0.169 -0.820 -0.22
C 3.5961 3.4707 2.9434 -0.119 0.642 1.366 -0.25
C 3.1181 2.3765 2.2348 0.283 -0.608 -1.368 0.00
S 3.4671 2.1209 0.5811 0.042 -0.022 0.170 -0.31
H 1.2859 0.9365 4.5788 -0.024 -0.068 -0.128 0.22
H 2.0449 2.9095 5.8946 -0.032 -0.049 0.022 0.20
H 3.5961 4.5600 4.8003 0.054 0.050 0.040 0.19
H 4.2366 4.1568 2.4119 0.008 0.030 -0.056 0.22
O 0.9124 2.2355 -3.9097 0.236 0.834 -1.705 -0.70
C 0.8475 1.7913 -2.8118 -0.313 -0.618 0.860 0.72
N 0.7136 1.2782 -1.7638 -0.134 0.047 0.781 -0.84
S -0.2088 2.8073 1.4509 -1.341 0.123 0.112 -0.26
C -1.8098 2.3274 1.0584 3.320 0.595 -1.400 0.07
N -2.0166 1.8121 -0.2067 -2.252 -0.760 0.848 -0.54
C -3.2564 1.3149 -0.5579 1.348 0.688 0.327 0.09
C -4.3252 1.4688 0.2704 -0.541 -0.136 -0.401 -0.33
C -4.1716 2.0995 1.5144 2.256 0.441 0.549 -0.16
C -2.8785 2.5059 1.8980 -3.600 -0.544 0.607 -0.26
H -1.1751 1.5172 -0.7040 0.328 0.129 -0.312 0.49
H -3.3148 0.8302 -1.5173 0.053 -0.117 -0.090 0.22
H -5.2907 1.0838 -0.0275 0.040 -0.024 -0.093 0.21
H -5.0081 2.2178 2.1881 -0.044 0.031 0.028 0.20
H -2.7029 2.9175 2.8787 0.093 0.093 -0.006 0.23
C -1.3204 -0.8700 -2.9549 -0.034 -0.331 0.088 -0.64
C -1.7430 -2.2786 -2.5555 -0.450 0.332 -0.384 0.13
C -3.0435 -2.2810 -1.7639 0.021 -0.196 -0.140 -0.67
O -0.6797 -2.9037 -1.8645 0.545 -0.176 0.568 -0.85
P -0.4751 -2.9189 -0.2305 0.205 0.147 0.050 1.66
S -1.5532 -4.3603 0.5624 -0.162 -0.062 0.104 -0.75
S -0.6766 -1.0846 0.5911 0.140 -0.546 -0.253 -0.71
O 1.0362 -3.4804 -0.2001 -0.445 -0.045 0.265 -0.85
C 2.1934 -3.0968 -0.9289 0.453 0.228 -0.502 0.12
C 2.2850 -3.9451 -2.1994 -0.069 -0.031 0.306 -0.63
C 2.2517 -1.6194 -1.2676 -0.008 -0.273 0.471 -0.65
H -2.1270 -0.3505 -3.4658 -0.198 0.079 -0.175 0.18
H -0.4560 -0.8995 -3.6154 0.089 0.056 -0.021 0.22
H -1.0376 -0.3129 -2.0652 0.054 -0.001 -0.011 0.25
H -1.8794 -2.8963 -3.4626 0.011 0.173 0.223 0.16
H -2.9138 -1.7197 -0.8408 -0.087 0.013 0.072 0.24
H -3.3234 -3.3023 -1.5123 -0.059 0.027 0.079 0.23
H -3.8372 -1.8256 -2.3531 -0.114 0.100 -0.173 0.18
H 3.0272 -3.3454 -0.2525 -0.174 0.026 -0.182 0.17
H 1.4481 -3.6998 -2.8478 -0.058 0.037 -0.085 0.22
H 2.2286 -5.0049 -1.9593 0.015 -0.143 0.036 0.20
H 3.2171 -3.7466 -2.7256 0.128 0.052 -0.033 0.19
H 1.4764 -1.3660 -1.9872 -0.036 0.151 0.010 0.22
H 3.2228 -1.3764 -1.6922 0.158 0.037 -0.087 0.20
H 2.1068 -1.0063 -0.3602 0.149 -0.232 -0.454 0.24